Entry 1:
Molecular formula: H2N3O3
Method: DFT, ωB97M-V with the def2-TZVPD basis set

Geometry as ORCA input:
```
! wB97M-V def2-TZVPD RIJCOSX def2/J DEFGRID3
* xyz -1 1
O 1.07089 0.62366 1.10109
O 2.46074 -0.48244 -0.28878
O -2.80587 0.15595 -0.21941
N 1.34716 -0.05600 0.07909
N 0.37356 -0.44537 -0.67338
N -2.24726 0.55584 0.80542
H 0.93317 -0.81794 -1.50360
H -1.13239 0.46630 0.69956
*
```

## Properties
- HOMO: -4.2 eV
- Relative energy (zero: lowest compared OMol25 entry of this formula, charge and spin): 438.8 kJ/mol
- Gap between HOMO and LUMO: 7.96 eV

***

Entry 2:
Molecular formula: H2N3O3S
Method: DFT, ωB97M-V with the def2-TZVPD basis set

Geometry as ORCA input:
```
! wB97M-V def2-TZVPD RIJCOSX def2/J DEFGRID3
* xyz -1 1
S -0.05927 1.48403 -0.95719
O 0.01138 0.73236 -2.18430
O 1.15594 1.81586 -0.26054
O -1.10812 2.50177 -0.92410
N 0.26529 -0.74710 0.21526
N -0.70160 0.04502 0.24158
N 0.25205 -1.68002 1.19371
H 0.91769 -2.45440 1.04101
H -0.73335 -1.69750 1.63456
*
```

## Properties
- HOMO: -4.6 eV
- Relative energy (zero: lowest compared OMol25 entry of this formula, charge and spin): 314.5 kJ/mol
- SMILES: N/N=N/S(=O)(=O)[O-]
- Gap between HOMO and LUMO: 8.67 eV

***

Entry 3:
Molecular formula: H2N3O4S
Method: DFT, ωB97M-V with the def2-TZVPD basis set

Geometry as ORCA input:
```
! wB97M-V def2-TZVPD RIJCOSX def2/J DEFGRID3
* xyz -1 1
S 2.17567 0.82924 -0.02119
O 3.59668 0.78299 -0.29559
O 2.68160 -2.76098 -0.25572
O 1.76428 0.85507 1.36405
O 1.41016 1.67672 -0.84956
N 1.84049 -1.93114 -0.10843
N -0.36882 -0.26401 -0.08887
N 1.59172 -0.82413 -0.36337
H -0.18072 0.54152 -0.68759
H -0.29956 0.11532 0.85316
*
```

## Properties
- HOMO (spin up / spin down): -4.1 / -4.4 eV
- Relative energy (zero: lowest compared OMol25 entry of this formula, charge and spin): 235.0 kJ/mol
- Gap between HOMO and LUMO (spin up / spin down): 7.99 / 8.07 eV

***

Question: Look up the relative energy (zero: lowest compared OMol25 entry of this formula, charge and spin) of the third one.
Answer: 235.0 kJ/mol

***

Question: What is the relative energy (zero: lowest compared OMol25 entry of this formula, charge and spin) in the third record?
Answer: 235.0 kJ/mol

***

Question: What is the relative energy (zero: lowest compared OMol25 entry of this formula, charge and spin) in the third record?
Answer: 235.0 kJ/mol

***

Question: Which value of relative energy (zero: lowest compared OMol25 entry of this formula, charge and spin) does entry 3 give?
Answer: 235.0 kJ/mol